[1]
Formula: C5H8N2O
Source: the Open Molecules 2025 dataset
Level of theory: the ωB97M-V functional and the def2-TZVPD basis

Properties
Relative energy (zero: lowest compared OMol25 entry of this formula, charge and spin): 7.389 eV
Spin multiplicity: 1
LUMO level: 0.79 eV
Gap between HOMO and LUMO: 9.48 eV

Structure (XYZ):
```
16
Properties=species:S:1:pos:R:3:forces:R:3:mulliken_charge:R:1
C 0.6996 -0.9511 -1.9355 -2.332 -4.727 -5.045 -0.72
N 1.0905 -0.5317 -0.6469 -1.104 3.613 0.696 -0.05
C 1.0196 -1.2615 0.5779 -1.225 2.432 -1.599 -0.02
N 0.4514 -0.7435 1.5851 0.280 1.946 0.533 -0.58
C -0.0933 0.6044 1.2679 4.380 1.344 -0.642 -0.38
C -1.0991 0.4614 0.2360 -3.100 -0.776 -1.218 0.37
O -1.8997 1.6253 -0.0492 -0.041 -0.451 6.856 -0.58
C 0.1780 0.6626 -0.4252 2.135 -0.640 0.838 -0.58
H 0.5878 -0.4105 -3.0582 0.851 0.406 3.827 0.24
H -0.5706 -1.2220 -1.7887 3.553 -0.205 -0.963 0.22
H 1.4669 -1.8454 -2.4985 -2.518 1.822 2.426 0.24
H 1.5151 -2.1501 0.6640 1.071 -2.453 -0.113 0.48
H 0.4612 1.6150 1.6763 -2.136 -2.834 -0.460 0.34
H -1.6792 -0.5544 0.4060 1.074 1.977 -1.024 0.23
H -1.9602 1.7797 1.1485 -0.618 0.368 -5.510 0.43
H 0.3547 1.6171 -1.0500 -0.270 -1.821 1.399 0.35
```
Forces are in eV/Å.


[2]
Formula: C4H7N2OP
Source: the Open Molecules 2025 dataset
Level of theory: the ωB97M-V functional and the def2-TZVPD basis

Properties
Relative energy (zero: lowest compared OMol25 entry of this formula, charge and spin): 2.840 eV
Spin multiplicity: 1
LUMO level: 0.57 eV
Gap between HOMO and LUMO: 8.58 eV

Structure (XYZ):
```
15
Properties=species:S:1:pos:R:3:forces:R:3:mulliken_charge:R:1
C 2.1150 -0.3762 0.0632 1.035 -0.460 0.672 -1.22
C 0.6009 -0.2991 -0.0718 3.313 -3.655 0.777 0.63
C -0.0166 0.8417 -0.1108 4.243 4.670 -0.739 -0.01
C -1.3303 1.0820 -0.3276 -3.243 2.266 2.043 0.37
O -1.5737 2.6041 -0.2128 4.194 -4.557 -0.654 -0.48
N -2.2309 0.1882 -0.2672 -0.638 -1.200 -0.710 -0.64
P -1.7863 -1.6006 -0.2818 0.212 2.654 1.804 0.01
N -0.0113 -1.4807 -0.1579 -3.545 -0.549 -1.845 -0.38
H 2.4394 -0.2690 1.1396 -0.517 -0.585 -0.890 0.26
H 2.5107 0.5443 -0.3515 0.271 -0.089 -0.479 0.34
H 2.6370 -1.3075 -0.4077 -1.248 1.724 0.825 0.32
H 0.7044 1.7155 -0.1336 -1.231 -0.927 0.073 0.19
H -2.4617 2.7531 -0.2269 -4.157 0.407 -0.125 0.31
H -1.6713 -1.9700 1.2147 -1.264 0.643 -1.279 0.04
H 0.0747 -2.4258 0.1321 2.576 -0.341 0.527 0.28
```
Forces are in eV/Å.


[3]
Formula: C2H5ClN2O
Source: the Open Molecules 2025 dataset
Level of theory: the ωB97M-V functional and the def2-TZVPD basis

Properties
Relative energy (zero: lowest compared OMol25 entry of this formula, charge and spin): 2.638 eV
Spin multiplicity: 1
LUMO level (spin up / spin down): 0.34 / 0.34 eV
Gap between HOMO and LUMO (spin up / spin down): 8.82 / 8.82 eV

Structure (XYZ):
```
11
Properties=species:S:1:pos:R:3:forces:R:3:mulliken_charge:R:1
C -0.8408 0.4272 0.4027 -1.316 -1.606 2.562 0.25
C 0.3090 0.3096 -0.4927 -1.603 -0.920 1.688 -0.51
N 0.8785 -1.6736 0.4477 -0.137 1.122 -0.726 -0.74
N 1.0232 -0.7848 -0.5043 -0.306 1.399 -0.024 0.33
O -1.8252 1.3023 0.0036 0.408 -0.351 -0.630 -0.45
Cl -0.3122 1.0981 2.1737 0.184 -0.434 -0.906 -0.26
H -1.3053 -0.6251 0.7723 1.171 2.549 -1.271 0.33
H 0.4084 1.0167 -1.2354 0.587 1.259 -1.567 0.25
H 1.4174 -2.4654 0.2311 1.062 -1.251 -0.484 0.18
H 1.6490 -0.6461 -1.3399 0.171 -1.744 1.142 0.30
H -1.4020 2.0412 -0.4589 -0.221 -0.023 0.215 0.32
```
Forces are in eV/Å.


[4]
Formula: C35H33ClN4Si2V
Source: the Open Molecules 2025 dataset
Level of theory: the ωB97M-V functional and the def2-TZVPD basis

Properties
Relative energy (zero: lowest compared OMol25 entry of this formula, charge and spin): 3.573 eV
Spin multiplicity: 3
LUMO level (spin up / spin down): -3.13 / -3.16 eV
Total charge: +1
Gap between HOMO and LUMO (spin up / spin down): 5.84 / 7.55 eV

Structure (XYZ):
```
76
Properties=species:S:1:pos:R:3:forces:R:3:mulliken_spin:R:1
C 3.2033 2.5657 -2.3150 0.144 -0.182 -0.813 -0.03
C 3.1909 1.3805 -1.5368 0.745 -1.215 -1.033 -0.01
C 2.4791 0.3596 -2.2611 1.923 -0.093 -0.544 0.02
H 3.7659 1.2090 -0.6113 -0.760 0.293 -0.529 0.00
C 2.0943 0.9208 -3.5307 0.974 0.295 -0.553 -0.01
C 2.5053 2.3088 -3.5455 0.867 -1.379 -0.022 0.05
H 2.3690 3.0145 -4.3745 -0.108 -0.420 0.587 0.00
H 3.7705 3.4961 -2.0721 -1.006 -0.847 -0.069 0.00
H 2.4186 -0.7024 -1.9868 -0.014 0.618 -0.181 -0.04
H 1.6179 0.3634 -4.3513 0.126 0.489 0.666 0.00
V 1.0014 1.8018 -1.9363 0.928 4.109 0.510 1.24
Si -1.6008 0.2328 3.5643 3.640 -0.691 1.726 0.01
C -1.0512 -1.3217 4.4393 -0.323 0.804 -0.040 -0.01
C -2.0117 -2.3180 4.6419 0.668 -0.379 -0.005 0.00
H -3.0638 -2.1354 4.4152 0.304 -0.069 -0.015 0.00
C -1.5928 -3.5665 5.0958 0.310 -0.008 0.073 0.00
H -2.3206 -4.3703 5.2089 0.261 0.127 0.033 0.00
C -0.2366 -3.7787 5.3877 -0.339 -0.005 0.039 0.00
H 0.0897 -4.7719 5.7006 -0.063 0.322 0.014 0.00
C 0.6876 -2.7328 5.3028 0.235 -0.012 0.029 0.00
H 1.7278 -2.8784 5.6133 -0.409 -0.094 -0.145 0.00
C 0.2892 -1.4888 4.8210 -0.481 -0.600 -0.013 0.00
H 1.0077 -0.6655 4.7360 -0.274 -0.312 0.054 0.00
C -0.9888 0.2403 1.8628 -0.454 -0.120 -0.060 0.03
C 0.3387 -0.1035 1.6482 -0.420 -0.574 0.760 0.38
H 0.9898 -0.5021 2.4305 -0.433 0.152 -0.106 -0.08
C 0.8605 0.0403 0.3557 -1.339 1.296 -1.536 0.06
H 1.9222 -0.0683 0.1763 -0.223 0.150 -0.276 -0.04
C 0.0191 0.8879 -0.4960 -0.473 2.716 2.549 0.01
H 0.2716 0.5120 -2.1249 0.275 -0.393 -2.116 -0.09
C -1.4546 0.8600 -0.4320 2.800 0.472 -0.196 0.02
H -2.0162 1.4179 -1.1958 0.384 -0.415 0.284 -0.01
C -1.9132 0.5984 0.8783 -0.649 -0.345 0.914 0.30
H -2.9870 0.6869 1.0903 0.576 -0.011 0.107 -0.02
H -1.0080 1.3711 4.2876 0.096 0.331 0.000 -0.01
Si -0.2796 -0.6896 -1.2077 -2.658 -8.128 -1.765 0.02
C -0.5849 -1.6222 -2.9061 -0.219 0.912 0.032 0.01
C -0.2260 -2.9663 -3.0931 0.207 -0.330 0.144 0.01
H 0.4028 -3.4477 -2.3341 -0.184 0.071 -0.426 0.01
C -0.6966 -3.7117 -4.1867 -0.197 0.759 -0.001 0.00
H -0.3584 -4.7448 -4.3436 -0.264 0.524 0.160 0.00
C -1.5959 -3.1022 -5.0896 0.358 0.196 0.306 0.01
H -1.9818 -3.6780 -5.9333 0.107 0.211 0.249 0.00
C -1.9754 -1.7610 -4.9130 0.414 -0.295 0.422 0.00
H -2.6502 -1.2667 -5.6149 0.152 -0.260 0.224 0.00
C -1.4655 -1.0302 -3.8235 -0.125 -0.220 -0.354 0.04
H -1.7607 0.0091 -3.6751 0.013 -0.482 -0.242 0.00
C -0.9002 -2.2193 -0.1793 0.022 0.832 0.388 0.04
C 0.0111 -3.0011 0.5399 0.100 -0.058 0.262 0.03
H 1.0936 -2.8049 0.4612 -0.526 -0.080 0.046 0.01
C -0.4231 -4.0106 1.4008 -0.203 -0.152 -0.086 0.01
H 0.3012 -4.6165 1.9487 -0.191 0.212 -0.139 0.00
C -1.7932 -4.2475 1.5659 0.499 0.488 -0.324 -0.01
H -2.1293 -5.0071 2.2571 -0.048 -0.025 -0.009 0.00
C -2.7072 -3.4869 0.8382 -0.201 -0.069 -0.240 0.01
H -3.7792 -3.6788 0.9512 0.383 0.088 -0.059 0.00
C -2.2703 -2.5011 -0.0534 0.095 -0.129 0.128 0.02
H -3.0115 -1.9463 -0.6462 0.336 -0.173 0.313 0.02
H -2.9151 0.3282 3.5372 -4.224 0.326 -0.031 0.01
Cl -0.6649 2.1077 -3.5225 -0.484 0.338 -0.046 0.01
N 1.4981 4.2437 1.6676 -0.817 0.393 0.025 0.00
C 2.0861 3.1973 2.3635 0.249 0.536 0.378 0.00
C 2.3007 2.2077 1.4545 -0.216 -0.049 0.052 0.00
N 1.7638 2.5768 0.2361 -0.757 1.506 0.060 -0.01
C 1.2583 3.7975 0.4012 1.291 -0.764 0.660 -0.02
C 0.7569 4.5456 -0.7182 -0.096 1.256 -0.976 0.04
N 0.7416 4.0677 -1.9588 -0.151 1.028 1.187 0.00
C 0.3697 5.1395 -2.7796 -0.265 -0.369 0.675 0.01
C 0.0785 6.2373 -2.0036 0.679 -0.500 0.488 0.00
N 0.4065 5.8670 -0.6892 -0.403 -0.553 -0.331 0.00
H 1.2458 5.1857 2.0122 0.299 -1.257 -0.047 0.00
H 2.2637 3.2236 3.4448 0.062 0.160 -0.754 0.00
H 2.8010 1.2542 1.6478 -0.371 0.543 -0.221 0.01
H 0.3550 5.0431 -3.8636 -0.299 -0.071 0.481 0.00
H -0.3459 7.2112 -2.2380 0.407 -0.346 0.034 0.00
H 0.4057 6.4339 0.1586 -0.264 -0.082 -0.761 0.00
```
Forces are in eV/Å.


[5]
Formula: C3H4BrI
Source: the Open Molecules 2025 dataset
Level of theory: the ωB97M-V functional and the def2-TZVPD basis

Properties
Relative energy (zero: lowest compared OMol25 entry of this formula, charge and spin): 1.540 eV
Spin multiplicity: 1
LUMO level: -0.09 eV
Gap between HOMO and LUMO: 9.48 eV

Structure (XYZ):
```
9
Properties=species:S:1:pos:R:3:forces:R:3:mulliken_charge:R:1
C -1.4165 -0.3285 0.1177 -1.134 -1.676 -1.782 -0.66
C -0.2367 -0.0049 0.4962 1.399 2.417 3.198 -0.11
C 0.9224 0.3179 -0.3268 -0.775 -2.289 -4.751 -0.37
Br 1.6167 2.0530 -0.0912 0.183 0.235 0.086 -0.05
I 2.3633 -1.3265 -0.0614 -0.141 0.643 -0.031 0.09
H -2.1607 -0.4300 0.8999 -0.423 -0.256 -0.774 0.27
H -1.3823 -0.6751 -0.9234 -1.477 0.185 0.188 0.23
H -0.2446 0.2615 1.5709 1.079 -0.033 -0.476 0.29
H 0.5385 0.1327 -1.6819 1.288 0.774 4.343 0.31
```
Forces are in eV/Å.


[6]
Formula: C46H35BrN2O2PtS2
Source: the Open Molecules 2025 dataset
Level of theory: the ωB97M-V functional and the def2-TZVPD basis

Properties
Spin multiplicity: 3
LUMO level (spin up / spin down): -6.44 / -7.66 eV
Total charge: +2
Gap between HOMO and LUMO (spin up / spin down): 6.62 / 5.45 eV

Structure (XYZ):
```
89
Properties=species:S:1:pos:R:3:forces:R:3:mulliken_spin:R:1
Pt 0.1321 -0.2849 0.1836 -0.016 0.677 -0.578 1.09
C -3.1577 -7.4731 -3.1944 0.006 -0.122 -0.023 0.00
C -2.6152 -6.1826 -2.6814 0.036 0.164 0.066 0.00
C -3.1553 -5.6149 -1.5281 0.144 -0.020 -0.058 0.00
C -2.6687 -4.4178 -1.0479 0.006 0.023 0.045 0.00
C -1.6210 -3.7930 -1.7093 -0.255 0.537 0.154 0.01
C -1.0745 -4.3233 -2.8610 0.156 0.128 -0.042 -0.01
C -1.5772 -5.5233 -3.3370 -0.018 0.050 0.090 0.00
S -1.1525 -2.2270 -0.9641 -0.224 -2.378 0.488 0.01
O -0.3070 -1.4327 -1.9138 0.115 0.975 -0.473 0.13
C 0.0879 -2.8447 0.2360 -0.155 0.268 -0.105 0.02
C -0.4687 -3.2262 1.4805 -0.038 -0.275 0.326 0.02
C 0.2830 -3.8836 2.4109 -0.221 0.182 -0.312 0.00
C 1.6605 -4.1073 2.1853 0.152 -0.034 -0.396 0.02
C 2.4550 -4.8114 3.1120 0.170 -0.050 -0.022 -0.01
C 3.7911 -5.0142 2.8767 -0.342 0.097 0.151 0.02
C 4.3970 -4.4584 1.7401 -0.073 0.122 -0.317 -0.01
C 3.6469 -3.7902 0.8086 0.186 -0.099 0.026 0.03
C 2.2529 -3.6376 0.9776 -0.207 0.028 0.292 -0.01
C 1.4330 -3.0680 -0.0497 -0.224 -0.046 0.185 0.08
C 2.0957 -2.9209 -1.3731 0.116 0.215 -0.278 -0.06
C 2.4042 -4.1025 -2.1128 0.105 0.220 -0.196 0.01
C 1.8916 -5.3670 -1.7586 0.030 -0.333 -0.029 0.01
C 2.2084 -6.4772 -2.4940 -0.173 0.157 0.298 0.00
C 3.0591 -6.3839 -3.6054 0.222 0.179 -0.204 0.00
C 3.5696 -5.1726 -3.9771 -0.063 -0.146 -0.025 0.00
C 3.2443 -4.0048 -3.2576 -0.159 -0.024 0.276 0.00
C 3.7585 -2.7509 -3.6467 -0.042 0.288 0.132 0.01
C 3.4164 -1.6196 -2.9654 0.298 -0.104 -0.202 0.00
C 2.5912 -1.7286 -1.8396 -0.686 0.310 0.365 0.03
S 2.1665 -0.2051 -0.9876 0.125 0.006 -0.403 0.18
O 3.2595 0.2207 -0.1351 0.405 0.260 0.461 0.09
C 1.9191 0.9712 -2.3040 -0.256 -0.281 0.033 0.03
C 1.2456 0.5925 -3.4601 -0.026 -0.094 0.001 0.00
C 1.0121 1.5394 -4.4368 0.051 0.064 0.134 0.00
C 1.4124 2.8658 -4.2617 0.062 -0.157 0.202 0.02
C 1.1046 3.8823 -5.3039 -0.019 0.118 -0.127 0.00
C 2.0781 3.2198 -3.0883 -0.126 -0.104 -0.128 0.00
C 2.3254 2.2824 -2.1044 0.135 -0.276 0.315 0.01
H -4.2170 -7.5562 -2.9636 -0.051 -0.080 -0.061 0.00
H -2.6460 -8.3073 -2.7120 -0.009 -0.071 -0.034 0.00
H -3.0146 -7.5591 -4.2681 -0.030 -0.073 -0.055 0.00
H -3.9686 -6.1119 -1.0210 -0.089 -0.016 0.050 0.00
H -3.1001 -3.9594 -0.1708 -0.153 0.024 0.119 0.00
H -0.2852 -3.8001 -3.3794 0.102 0.022 -0.089 0.00
H -1.1628 -5.9525 -4.2371 0.037 -0.018 -0.104 0.00
H -1.5225 -3.0460 1.6416 -0.085 0.030 0.135 0.00
H -0.1560 -4.2420 3.3294 -0.111 0.025 0.113 0.00
H 1.9869 -5.1936 4.0066 -0.026 -0.058 0.114 0.00
H 4.3859 -5.5884 3.5681 0.057 -0.027 0.149 0.00
H 5.4591 -4.5752 1.5884 0.084 -0.008 -0.015 0.00
H 4.1173 -3.3821 -0.0736 0.100 -0.012 -0.014 0.00
H 1.2365 -5.4549 -0.9054 -0.080 -0.051 0.106 0.00
H 1.8098 -7.4394 -2.2159 -0.080 -0.110 0.067 0.00
H 3.3153 -7.2718 -4.1616 0.015 -0.093 -0.056 0.00
H 4.2307 -5.0807 -4.8255 0.046 -0.051 -0.110 0.00
H 4.4242 -2.6986 -4.4936 0.075 0.038 -0.119 0.00
H 3.7953 -0.6516 -3.2499 0.080 0.077 -0.141 0.00
H 0.9125 -0.4258 -3.5866 0.013 -0.047 -0.101 0.00
H 0.5224 1.2468 -5.3534 -0.085 -0.019 -0.089 0.00
H 1.2138 3.4613 -6.2995 -0.001 0.021 -0.108 0.00
H 1.7526 4.7477 -5.2122 0.030 0.114 -0.043 0.00
H 0.0720 4.2166 -5.1986 -0.047 0.069 -0.048 0.00
H 2.4152 4.2350 -2.9511 0.029 0.139 0.026 0.00
H 2.8424 2.5395 -1.1929 0.124 0.109 0.082 0.00
Br 2.2789 -2.6054 6.6717 -0.117 0.174 -0.162 0.00
C 1.5124 -1.5589 5.2965 0.010 -0.030 -0.096 0.00
C 0.3442 -0.8380 5.5301 0.195 -0.181 0.198 0.00
C -0.2352 -0.1082 4.5109 0.081 0.099 -0.536 0.00
C 0.3380 -0.1253 3.2333 0.854 -0.852 1.364 -0.02
C 1.5140 -0.8557 3.0147 -0.387 0.451 -0.083 0.02
C 2.1153 -1.5453 4.0408 -0.066 0.062 0.419 0.00
N -0.1961 0.5379 2.1414 -0.318 1.039 -0.997 0.11
C -0.7498 1.6997 2.1989 0.397 -0.763 0.438 0.04
C -1.2507 2.3098 0.9885 -0.486 0.813 -0.765 0.02
C -1.9552 3.5164 0.9820 0.380 -0.641 0.193 0.02
C -2.3650 4.0415 -0.2325 0.003 -0.089 -0.353 0.00
C -2.0565 3.3644 -1.4048 -0.042 0.127 0.374 0.01
C -1.3570 2.1676 -1.3192 -0.079 0.089 -0.353 0.00
N -0.9794 1.6624 -0.1603 0.409 -0.519 0.443 0.09
H -0.1124 -0.8524 6.5102 0.015 -0.007 -0.003 0.00
H -1.1427 0.4464 4.7018 -0.117 -0.007 -0.009 0.00
H 1.9637 -0.8278 2.0274 0.125 -0.074 0.082 0.01
H 3.0425 -2.0685 3.8780 0.106 -0.110 -0.033 0.00
H -0.8023 2.2588 3.1302 -0.086 -0.141 0.063 0.00
H -2.1779 4.0151 1.9131 0.011 0.055 0.070 0.00
H -2.9195 4.9675 -0.2631 -0.016 0.062 -0.011 0.00
H -2.3504 3.7501 -2.3672 -0.030 0.014 -0.094 0.00
H -1.0904 1.6026 -2.2028 0.019 -0.033 -0.044 0.01
```
Forces are in eV/Å.


Results for calculated total energy: -10335.3368, -18575.3831, -19702.1092, -96745.1906, -81316.5254, -150289.8657 (in eV, following the order of the records).